# 1
Formula: C26H48ClPTl
Source: OMol25
Level of theory: wB97M-V/def2-TZVPD

The calculation puts the HOMO energy at -2.32 eV. The charge is -1. Its HOMO-LUMO gap is 5.06 eV. The calculation puts the maximum force at 1.77 eV/Å.

Each line ends with the Löwdin charge.
CARTESIAN COORDINATES (ANGSTROEM)
Tl -0.2338 0.7333 1.1218  0.505
Cl 1.3418 -0.5661 2.4445  -0.091
P 0.0744 0.5786 -2.3099  1.104
C 0.1411 -1.8049 -3.8120  -0.219
C -2.3373 4.4834 -3.5529  -0.212
C -2.3404 -2.5941 0.5424  -0.215
C -0.1122 3.2221 -3.4800  -0.210
C -0.5745 -0.4489 -3.7445  -0.441
C 1.9312 0.8532 -2.5545  -0.442
C -0.8118 4.5824 -3.4137  -0.203
C 0.4766 -3.5326 0.8765  -0.228
C -0.8042 -2.1574 -6.1469  -0.212
C 3.9298 1.2900 -4.0086  -0.204
C -1.2637 -2.3082 -0.4559  -0.135
C 1.0368 2.4730 0.7326  -0.301
C -2.9534 3.4517 -2.6051  -0.197
C -1.9393 0.8713 0.0770  -0.455
C 2.7174 -0.2017 -1.7558  -0.216
C 2.4364 0.9316 -4.0011  -0.223
C -2.2508 2.0950 -2.7072  -0.234
C -0.6662 -3.9855 1.8073  -0.206
C -1.7661 -2.9314 1.9270  -0.209
C -1.4003 -0.7448 -6.0925  -0.203
C 4.7737 0.3055 -3.1823  -0.214
C -0.7450 2.2544 -2.4699  -0.447
C 4.2245 0.1037 -1.7728  -0.201
C -0.6405 0.1903 -5.1372  -0.214
C 0.0059 -2.7485 -0.3044  -0.123
C -0.6032 -2.7606 -4.7519  -0.199
H -2.4425 -0.8136 -5.7463  0.113
H 0.1967 -2.2555 -2.8138  0.067
H -1.3402 -2.0226 2.3758  0.078
H -2.5689 -3.2947 2.5783  0.103
H -2.7820 5.4687 -3.3673  0.100
H 0.5459 3.3508 1.1531  -0.034
H 0.9620 3.3548 -3.2920  0.101
H 1.0241 -4.4213 0.5307  0.104
H -2.9274 -3.4662 0.2057  0.111
H 1.8837 1.6880 -4.5801  0.092
H 4.4068 1.0091 -1.1801  0.115
H 2.5415 -1.1894 -2.2106  0.103
H -1.0925 -4.9111 1.4015  0.104
H -0.0510 -3.7047 -4.8245  0.105
H -2.8822 3.8162 -1.5702  0.113
H -2.5920 4.2156 -4.5878  0.107
H -0.2676 -4.2115 2.8013  0.102
H 0.7869 -2.5168 -1.0346  0.074
H -1.4214 -0.3006 -7.0949  0.102
H 2.3720 -0.2592 -0.7109  0.089
H 2.1214 1.8363 -2.0902  0.095
H -4.0178 3.3257 -2.8348  0.105
H -2.6579 1.4073 -1.9596  0.063
H 1.1911 -2.9319 1.4654  0.035
H -2.5112 0.0182 -0.3105  -0.100
H -0.2069 2.8002 -4.4916  0.093
H 0.1613 -2.1271 -6.6707  0.109
H -0.6187 2.6508 -1.4501  0.076
H -1.5835 -2.9923 -4.3111  0.114
H -1.1493 1.1611 -5.1155  0.079
H 2.2848 -0.0371 -4.5010  0.094
H -0.5687 5.0483 -2.4476  0.115
H 1.1713 2.5638 -0.3522  -0.059
H 4.8049 -0.6609 -3.7034  0.108
H -0.4088 5.2316 -4.2001  0.101
H 1.1755 -1.6709 -4.1619  0.100
H -2.4334 1.6590 -3.6994  0.098
H -1.5732 -1.7530 -1.3480  0.077
H 5.8055 0.6714 -3.1301  0.100
H 4.2872 1.3175 -5.0454  0.101
H 0.3764 0.3715 -5.5153  0.099
H -1.4614 -2.8071 -6.7365  0.100
H -2.4394 1.8600 0.0838  -0.081
H 4.7624 -0.7102 -1.2789  0.106
H 4.0492 2.3046 -3.5988  0.112
H -1.6174 -0.6486 -3.4341  0.107
H -3.0440 -1.7601 0.6162  0.085
H 1.9893 2.2522 1.2334  -0.039

# 2
Formula: C26H48F24N7O22S8
Source: OMol25
Level of theory: wB97M-V/def2-TZVPD

The calculation puts the HOMO energy at -6.81 eV. The charge is -1. Its HOMO-LUMO gap is 7.44 eV. The calculation puts the maximum force at 3.73 eV/Å.

Each line ends with the Löwdin charge.
CARTESIAN COORDINATES (ANGSTROEM)
S -7.2056 -5.8014 4.3211  0.612
S -4.4094 4.6843 0.0516  0.615
S 1.7375 1.1827 1.3329  0.515
S 1.1829 1.4494 -4.0672  0.614
S -0.5013 -0.4622 1.4987  0.669
S 1.7655 1.7369 -6.7147  0.653
S -5.2487 3.8211 2.7410  0.600
S -6.3478 -5.5433 1.5683  0.553
F -5.9619 6.6001 -0.7350  0.124
F -7.2129 4.0061 4.3628  0.124
F -5.5914 4.9864 -2.2240  0.101
F -6.2084 5.9115 4.0834  0.162
F -3.6762 -5.5699 2.0127  0.131
F -4.2791 -5.0735 -0.0407  0.032
F 3.9147 0.9467 2.9452  0.057
F -6.8771 4.6101 -0.4671  0.137
F -4.4441 -3.6045 1.6275  0.064
F 2.1544 1.9313 3.7697  0.122
F -8.9095 -7.3755 5.5431  0.120
F 0.9193 0.5730 -8.8437  0.137
F -7.5642 5.0724 2.5795  0.118
F -0.8025 3.0718 -3.0411  0.154
F -0.4298 1.2239 -2.0851  0.157
F -3.0079 -0.9586 1.4780  0.192
F 2.3278 -0.3326 3.5404  0.086
F -2.3495 -0.1984 3.3034  0.213
F -7.0850 -8.4557 4.8435  0.093
F -2.6635 1.1292 1.6335  0.117
F -1.3461 1.2930 -4.0183  0.139
F -0.5912 0.8134 -7.3509  0.140
F -8.6366 -7.7402 3.4012  0.150
F 0.9842 -0.7658 -7.1000  0.151
O 8.0531 0.6929 -4.3467  -0.157
O 0.2475 5.1228 1.3123  -0.191
O -4.2650 3.8874 3.8129  -0.337
O 1.8680 2.8383 -7.6155  -0.279
O -3.4434 5.7246 -0.2685  -0.312
O 2.0969 2.1468 -3.2030  -0.306
O -4.2455 3.3116 -0.3052  -0.265
O -0.6004 -4.3678 -1.8657  -0.212
O -6.4115 -5.6331 5.4921  -0.305
O 1.1379 -0.0277 -4.1358  -0.326
O -8.2287 -4.8344 4.0433  -0.292
O 2.3897 0.3276 0.4273  -0.259
O -5.7515 2.5316 2.4284  -0.249
O -0.5816 -0.7077 0.0721  -0.290
O -6.4657 -6.6237 0.6258  -0.313
O 0.6083 2.8223 5.9188  -0.197
O 1.3685 -5.2859 1.3690  -0.200
O -0.0261 -1.5787 2.2716  -0.291
O -7.0894 -4.3434 1.2679  -0.293
O 2.9862 0.9632 -6.3077  -0.379
O 5.6193 -0.4939 -1.7982  -0.208
O 1.7869 2.5744 1.1207  -0.240
N 1.6605 -4.0267 -0.8356  0.049
N -6.1827 -6.0959 3.0393  -0.310
N 0.9311 2.2752 -5.4265  -0.286
N 0.2997 0.9307 1.8775  -0.299
N -4.7151 4.9128 1.6667  -0.282
N 5.3496 0.5421 -4.3757  0.073
N -0.8654 3.3250 3.2798  0.097
C -0.4174 1.8130 -3.2433  -0.741
C -1.3767 3.2208 4.6642  -0.096
C -0.9712 4.3994 1.0083  -0.180
C -1.9877 -4.3353 -1.7649  -0.089
C -0.6191 2.2463 5.5724  -0.220
C 1.4441 1.8697 6.6008  -0.092
C 0.6784 0.4398 -7.5484  -0.672
C 6.1579 0.3399 -5.5953  -0.109
C -5.8026 5.2674 -0.8895  -0.657
C 4.2788 -0.4097 -2.4283  -0.174
C 1.3198 -6.0952 2.5694  -0.045
C -1.6990 4.1763 2.3091  -0.078
C -4.6069 -4.9541 1.3250  -0.579
C 9.2686 1.3856 -4.2075  -0.082
C 1.5099 -3.4644 -2.1780  -0.089
C 0.0332 -3.2046 -2.3973  -0.165
C 1.3859 -3.1216 0.3902  -0.061
C 1.7314 -3.9451 1.6022  -0.224
C -6.6128 4.8129 3.4890  -0.705
C 4.5191 -0.6537 -3.9093  -0.063
C 2.5166 0.9171 2.9848  -0.564
C -2.2105 -0.1053 2.0436  -0.724
C 0.9370 5.3918 0.1014  -0.120
C 7.3882 1.1148 -5.4642  -0.281
C -8.0314 -7.5002 4.5365  -0.641
C 5.4871 0.0087 -0.4255  -0.059
H 5.1483 -1.5158 -4.1034  0.129
H 6.4710 -0.1829 0.0058  0.089
H -0.5175 1.2961 5.0201  0.124
H 10.1026 1.0469 -4.8358  0.101
H -0.3611 -2.2605 -2.0698  0.120
H 1.2288 -3.5383 2.4872  0.121
H 1.0033 1.6495 7.6261  0.106
H 1.9731 -4.2175 -2.8435  0.149
H 2.1885 -5.8889 3.1559  0.073
H 1.7701 -2.1370 0.1719  0.111
H 2.4247 2.2895 6.7300  0.082
H 6.3719 -0.7187 -5.7564  0.145
H 2.5756 -4.3808 -0.6838  0.158
H 4.7266 1.3433 -4.3654  0.170
H -2.4435 -4.3249 -2.7845  0.108
H -0.6355 3.4661 0.5192  0.123
H 5.1982 1.0989 -0.3824  0.117
H -2.3538 2.7856 4.5626  0.110
H 2.1182 -2.5656 -2.2477  0.109
H 3.6800 -0.6708 -4.6260  0.119
H 1.8770 5.8788 0.3032  0.078
H -2.3611 -3.5415 -1.1010  0.101
H -2.6076 3.6151 2.1771  0.072
H 3.6937 0.4829 -2.2223  0.106
H 1.1019 4.5103 -0.5584  0.086
H 0.2882 -2.9778 0.4658  0.119
H -1.9850 5.0947 2.7723  0.134
H 4.7318 -0.6526 -0.0166  0.066
H 9.0863 2.4451 -4.3314  0.091
H -1.3299 4.1725 5.1619  0.142
H -1.1741 2.0607 6.5113  0.142
H 0.0465 3.7745 3.3793  0.163
H 9.5451 1.2743 -3.1637  0.094
H 1.4422 0.9017 6.0851  0.078
H 8.0327 0.9752 -6.3506  0.148
H 0.3648 6.0867 -0.5455  0.095
H 2.7827 -3.8548 1.8533  0.125
H -0.6169 2.4129 2.9104  0.098
H 5.5059 0.7066 -6.4274  0.147
H 6.0167 0.6386 -3.6381  0.126
H -1.6627 4.9366 0.3308  0.100
H 7.1569 2.1587 -5.5441  0.132
H 3.5755 -1.1329 -1.9935  0.104
H -0.0998 -3.1405 -3.4817  0.136
H 1.3330 -7.1361 2.1971  0.101
H 0.9671 -4.7713 -0.8052  0.147
H 0.4096 -5.8465 3.1468  0.107
H -2.2785 -5.3326 -1.3319  0.104

# 3
Formula: C26H48N2O15S3
Source: OMol25
Level of theory: wB97M-V/def2-TZVPD

The calculation puts the HOMO energy at -8.26 eV. The charge is 0. Its HOMO-LUMO gap is 8.44 eV. The calculation puts the maximum force at 2.39 eV/Å. As for the energy above the lowest of the compared OMol25 structures with the same formula, charge and spin: 245.01 kJ/mol.

Each line ends with the Löwdin charge.
CARTESIAN COORDINATES (ANGSTROEM)
S -10.9145 -14.6850 -27.1729  0.819
S -0.9694 -10.3388 -29.1226  0.789
S -3.2620 -8.1327 -30.5229  0.804
O -1.3185 -9.2396 -28.1692  -0.565
O -10.9866 -7.9698 -30.7676  0.165
O -11.8276 -14.1531 -28.2782  -0.564
O -11.4374 -6.7403 -28.9922  0.061
O -12.3811 -9.6149 -25.5084  0.050
O -5.1980 -12.0388 -28.5583  0.157
O -12.3873 -11.7919 -25.9117  0.053
O -9.4567 -7.7326 -29.1074  0.061
O -4.3374 -16.3526 -26.7198  0.058
O -7.2909 -12.3839 -27.8684  0.054
O -11.8929 -11.0983 -23.8661  0.146
O -4.2184 -6.9586 -30.5450  -0.565
O -3.6823 -14.5326 -27.7417  0.047
O -4.2845 -16.3048 -28.9775  0.175
O -6.5404 -10.3303 -27.9958  0.065
N -10.7966 -7.7990 -22.7847  0.157
N -8.6157 -12.7630 -24.1846  0.172
C 0.7857 -10.8397 -28.9528  -0.256
C -12.6310 -9.7191 -26.9197  -0.076
C -4.1796 -15.7791 -27.9216  -0.576
C -2.5685 -8.1991 -32.2067  -0.257
C -10.7506 -6.2809 -27.8422  -0.111
C -12.4102 -11.1965 -27.2153  -0.114
C -9.4184 -7.0730 -27.8410  -0.100
C -9.9627 -8.3885 -23.3055  -0.220
C -10.6103 -7.5192 -29.7271  -0.586
C -4.2143 -9.6635 -30.6284  -0.266
C -11.4291 -14.3492 -22.7587  -0.233
C -10.1805 -13.6015 -22.2688  -0.167
C -7.8937 -10.1427 -27.5610  -0.066
C -11.6283 -16.3199 -26.7633  -0.267
C -7.5025 -9.0672 -23.4984  -0.252
C -8.9431 -9.2462 -23.9578  -0.204
C -4.0385 -14.0805 -26.4591  -0.134
C -8.3129 -11.6085 -27.2442  -0.096
C -9.4207 -15.1977 -28.0864  -0.231
C -4.1928 -15.3872 -25.6594  -0.086
C -12.2031 -10.8393 -24.9841  -0.583
C -6.2148 -11.6262 -28.1016  -0.580
C -1.5349 -11.9394 -28.4103  -0.245
C -11.1088 -15.7012 -23.4246  -0.106
C -9.3104 -13.0871 -23.3291  -0.190
C -6.9728 -7.6436 -23.6791  -0.092
H -3.4598 -15.6167 -24.8917  0.126
H -4.9125 -13.4374 -26.4354  0.113
H -8.8162 -15.8682 -27.4811  0.056
H -7.4524 -7.2979 -24.6087  0.063
H -11.8366 -9.1214 -27.3705  0.118
H -2.0326 -9.1378 -32.3062  0.044
H -13.6395 -9.3264 -27.0322  0.141
H -1.1421 -12.6931 -29.0846  0.054
H -5.1789 -15.4337 -25.1917  0.124
H -5.9038 -7.5521 -23.8504  0.074
H -2.0028 -7.2958 -32.4273  0.047
H -10.4426 -5.2415 -27.8969  0.129
H -4.8828 -9.6114 -29.7697  0.029
H 0.9702 -11.1361 -27.9246  0.053
H -7.3137 -6.8740 -22.9866  0.078
H -9.2337 -7.7885 -27.0452  0.092
H -3.6550 -10.5913 -30.5070  0.036
H -1.2585 -12.0070 -27.3605  0.059
H -9.2040 -10.2933 -24.0921  0.076
H -8.3337 -11.6782 -26.1566  0.073
H 1.4492 -10.0674 -29.3316  0.049
H -11.3013 -6.5344 -26.9373  0.129
H -12.1329 -13.8717 -23.4399  0.104
H -12.4452 -16.4812 -26.0578  0.050
H -10.8768 -17.0795 -26.5433  0.054
H -10.5064 -12.8154 -21.5907  0.122
H -8.4488 -9.7343 -28.3996  0.125
H -2.6253 -11.9088 -28.4515  0.023
H -9.2036 -12.0075 -27.7261  0.113
H -3.1838 -13.5740 -26.0071  0.127
H -9.7695 -15.6562 -29.0153  0.063
H -10.7538 -15.5646 -24.4431  0.025
H -12.0043 -16.3185 -23.5429  0.072
H -7.8568 -9.6450 -26.5970  0.102
H 0.8107 -11.6956 -29.6265  0.041
H -13.2541 -11.5463 -27.8093  0.133
H -9.5468 -14.3054 -21.7248  0.121
H -10.4446 -16.3388 -22.8378  0.077
H -12.0410 -14.5050 -21.8672  0.109
H -12.1568 -16.5986 -27.6822  0.053
H -7.4935 -9.3609 -22.4447  0.112
H -8.8843 -14.3349 -28.4768  0.034
H -6.8771 -9.7560 -24.0659  0.104
H -8.9515 -8.7986 -24.9655  0.075
H -4.7928 -9.7590 -31.5487  0.063
H -8.6929 -6.2653 -27.7503  0.132
H -11.5358 -11.4387 -27.8145  0.107
H -3.4580 -8.0559 -32.8266  0.050